[1]
Entry from the OMol25 dataset: 6 unconnected molecules or ions with the total composition C26H44F3N7O2P (wB97M-V/def2-TZVPD).

Element x y z (Å)
N1 -0.39926 -1.05725 -5.46753
P1 -1.96400 -1.37466 -5.28609
C1 -2.40781 -1.04941 -3.44122
N2 -1.18700 -0.50383 -2.80855
C2 -1.36646 0.86414 -2.25816
C3 -0.42059 1.84175 -3.16356
C4 1.11312 1.75269 -2.74342
F1 2.02889 2.66878 -3.41129
C5 1.67780 0.86975 -1.78723
F2 2.20516 -0.43036 -2.09129
F3 1.81028 1.23636 -0.41307
C6 -2.86041 -2.38064 -2.65595
O1 -2.97832 -2.26205 -1.37802
O2 -3.14178 -3.58779 -3.24326
H1 0.07401 -1.90952 -5.80191
H2 -2.81287 -0.53200 -6.09014
H3 -2.23084 -2.72347 -5.68011
H4 -3.29476 -0.32432 -3.46146
H5 -0.76646 -1.15438 -2.13544
H6 -2.42194 1.27802 -2.32567
H7 -0.97811 0.89660 -1.17991
H8 -0.48846 1.43728 -4.24348
H9 -0.77317 2.92356 -3.06919
C7 -1.82279 6.39719 -6.69132
C8 -1.07507 5.99028 -5.42583
C9 -0.19115 4.75738 -5.62657
C10 -1.03411 3.58478 -6.03360
N3 -1.69657 2.66208 -6.35217
H10 -2.51110 5.61518 -7.02145
H11 -2.41691 7.29639 -6.50906
H12 -1.12553 6.60970 -7.50760
H13 -1.80234 5.79905 -4.63032
H14 -0.45113 6.82670 -5.09697
H15 0.33234 4.51410 -4.69817
H16 0.55922 4.94409 -6.39953
C11 -3.29099 -2.01041 2.52709
C12 -2.41472 -0.90324 3.10646
C13 -2.80435 0.48689 2.60481
C14 -2.65913 0.54341 1.11326
N4 -2.54761 0.58366 -0.06114
H17 -3.19660 -2.07256 1.43897
H18 -2.99491 -2.98085 2.93397
H19 -4.34498 -1.84568 2.77254
H20 -1.37093 -1.10800 2.85285
H21 -2.49097 -0.92421 4.19843
H22 -2.15966 1.24333 3.05581
H23 -3.83782 0.71817 2.87508
C15 3.28699 -2.73966 3.60316
C16 2.94191 -2.71278 2.11771
C17 2.72920 -1.29614 1.58022
C18 1.59129 -0.64019 2.30613
N5 0.69653 -0.12441 2.87398
H24 2.47638 -2.33293 4.21312
H25 3.45741 -3.76539 3.93471
H26 4.19370 -2.16166 3.80550
H27 2.03973 -3.31069 1.95234
H28 3.75106 -3.18919 1.55602
H29 2.49833 -1.33010 0.51253
H30 3.63246 -0.69454 1.71258
C19 -1.63864 6.03347 4.65344
C20 -1.03575 4.75349 5.22280
C21 -1.33833 3.52107 4.36745
C22 -2.82225 3.30796 4.28422
N6 -3.98781 3.14345 4.22049
H31 -2.72982 5.98374 4.61778
H32 -1.37335 6.88924 5.27925
H33 -1.26921 6.22449 3.64145
H34 -1.41711 4.60283 6.23783
H35 0.04845 4.87536 5.30143
H36 -0.87524 2.63435 4.80801
H37 -0.93773 3.64602 3.35770
C23 5.22643 -7.87646 1.62169
C24 3.97565 -7.56645 2.43733
C25 3.96766 -6.14193 2.99666
C26 5.14568 -5.94393 3.90634
N7 6.07124 -5.78882 4.61985
H38 6.13110 -7.81475 2.23196
H39 5.17538 -8.89102 1.21935
H40 5.32910 -7.18232 0.78216
H41 3.89969 -8.28713 3.25773
H42 3.09474 -7.70579 1.80426
H43 3.04790 -5.96499 3.55971
H44 4.01428 -5.41067 2.18560

Properties
- total charge = -1
- maximum force (hartree/bohr) = 0.11019
- electronic energy (eV) = -59633.8183
- lowest unoccupied orbital energy (Ha) = 0.0012
- ΔE to the lowest compared entry with this formula, charge and spin (kJ/mol) = 228.0

---

[2]
Entry from the OMol25 dataset: C26H44F3NO4S in the gas phase (wB97M-V/def2-TZVPD).

Element x y z (Å)
C1 3.36187 3.05298 3.43060
C2 1.94551 3.65858 3.53237
C3 1.32948 4.10058 2.19690
C4 0.20003 3.20363 1.66135
C5 -0.80743 4.00331 0.82727
C6 -0.27496 4.26501 -0.59325
C7 -0.66049 3.14988 -1.56983
C8 0.33285 2.97181 -2.71205
C9 1.62152 2.28070 -2.23898
C10 1.77706 0.83065 -2.75503
C11 1.33124 -0.30043 -1.89394
N1 1.73934 -0.61166 -0.70554
C12 2.72359 0.22215 -0.01096
C13 1.22701 -1.87774 -0.12503
C14 2.48810 -2.80293 -0.01468
C15 3.37438 -2.84820 -1.22564
O1 3.72861 -3.86879 -1.72385
C16 0.77126 -1.75923 1.35380
O2 1.13835 -0.74599 1.95292
O3 0.19069 -2.77648 1.75917
C17 0.10809 -2.46256 -1.03408
C18 -1.34729 -2.25367 -0.56290
C19 -1.77722 -0.81858 -0.21032
C20 -2.94162 -0.32697 -1.07521
C21 -4.30118 -0.61631 -0.43469
C22 -4.58444 0.25191 0.80840
C23 -4.44228 -0.47051 2.15062
C24 0.27677 -3.91871 -1.46548
C25 -0.14366 -4.92345 -0.38089
O4 0.95270 -5.69898 0.07667
C26 -1.19756 -5.90886 -0.87943
F1 -1.83963 -6.46548 0.17497
F2 -0.68105 -6.90574 -1.60116
F3 -2.13604 -5.30389 -1.62857
S1 0.22994 -1.40777 -2.57116
H1 3.72387 3.02454 2.40620
H2 3.37533 2.04384 3.82401
H3 4.07043 3.64353 4.00696
H4 1.30387 2.92758 4.01176
H5 2.02086 4.52371 4.18554
H6 0.89391 5.09060 2.33240
H7 2.11454 4.21441 1.44807
H8 0.58807 2.41832 1.01084
H9 -0.28452 2.68761 2.48541
H10 -1.03788 4.93385 1.34084
H11 -1.72628 3.42099 0.75897
H12 0.80614 4.36304 -0.50655
H13 -0.68527 5.21266 -0.93285
H14 -0.72912 2.20929 -1.02180
H15 -1.66302 3.35609 -1.93886
H16 0.55908 3.96692 -3.09075
H17 -0.10417 2.40151 -3.52901
H18 1.64720 2.34990 -1.15641
H19 2.47960 2.85182 -2.58073
H20 1.18522 0.74371 -3.66192
H21 2.81010 0.68191 -3.06466
H22 3.43166 0.62276 -0.72927
H23 3.26558 -0.37644 0.70592
H24 2.21577 0.98512 0.56134
H25 2.17878 -3.80946 0.22503
H26 3.07384 -2.44940 0.83260
H27 3.73630 -1.90165 -1.65661
H28 -1.96449 -2.57673 -1.40226
H29 -1.55591 -2.90163 0.27446
H30 -0.93182 -0.13453 -0.20576
H31 -2.10415 -0.84144 0.82550
H32 -2.86754 0.74911 -1.22719
H33 -2.88736 -0.77681 -2.06552
H34 -5.07910 -0.44670 -1.17363
H35 -4.31327 -1.66922 -0.15016
H36 -3.94670 1.13175 0.75993
H37 -5.60789 0.61435 0.73145
H38 -3.42031 -0.40398 2.52202
H39 -5.07672 -0.04245 2.91867
H40 -4.64528 -1.52960 2.02343
H41 -0.32668 -4.09205 -2.35354
H42 1.29069 -4.16470 -1.75859
H43 -0.57778 -4.43746 0.48408
H44 1.05090 -5.53298 1.01829

Properties
- maximum force (hartree/bohr) = 0.02528
- electronic energy (eV) = -56343.3761
- lowest unoccupied orbital energy (Ha) = -0.0149